# C11H14N2O

A 2-piece molecular cluster, C11H14N2O overall in a non-equilibrium geometry (wB97M-V/def2-TZVPD, the OMol25 dataset).

CARTESIAN COORDINATES (ANGSTROEM)
1 C 0.0726 -3.6775 -0.2920
2 C 0.6239 -2.4331 -0.9199
3 C 0.0506 -1.6775 -1.9297
4 C 0.7109 -0.5141 -2.3521
5 C 2.0221 -0.1679 -1.8870
6 O 2.7656 0.7921 -2.4665
7 C 2.5149 -0.9236 -0.8449
8 C 1.8496 -2.0491 -0.4060
9 H -0.3932 -3.4496 0.6731
10 H 0.8540 -4.4012 -0.0420
11 H -0.7103 -4.2086 -0.8349
12 H -0.8946 -1.8557 -2.4270
13 H 0.3574 0.1288 -3.1527
14 H 2.3264 1.2776 -3.1678
15 H 3.4821 -0.6401 -0.4375
16 H 2.2206 -2.5479 0.4777
17 C -3.1098 2.8209 2.5200
18 C -1.8416 2.3456 1.9037
19 C -0.8381 2.9159 1.2040
20 N 0.0800 1.9778 0.8283
21 C -0.4963 0.7721 1.2141
22 N -1.5115 0.9854 2.0233
23 H -3.4149 3.7281 2.0019
24 H -2.8294 3.0014 3.5667
25 H -3.8274 2.0063 2.5480
26 H -0.6990 3.9664 1.0002
27 H 0.8622 2.0731 0.2109
28 H -0.2267 -0.2456 0.9883

Computed properties:
SMILES: Cc1ccc(O)cc1.Cc1c[nH]cn1
Multiplicity: 1
Relative energy (zero: lowest compared OMol25 entry of this formula, charge and spin): 169.4 kJ/mol
E_tot: -612.28624 hartree
Highest occupied orbital energy: -8.295 eV
Net charge: 0
Frontier orbital gap: 8.811 eV

***

# C4H13N3

A 2-piece molecular cluster, C4H13N3 overall in a non-equilibrium geometry (wB97M-V/def2-TZVPD, the OMol25 dataset).

CARTESIAN COORDINATES (ANGSTROEM)
1 C 0.3434 -1.3205 -0.1915
2 C 0.9291 -2.2470 0.8013
3 C -1.0904 2.4763 -0.4081
4 C -0.4756 1.3505 -1.1178
5 N 0.4069 -1.6941 -1.4741
6 N -0.0619 -0.1301 0.2590
7 N 0.0947 0.5338 1.4994
8 H 0.3272 -2.3730 1.7401
9 H 0.8981 -3.3090 0.6158
10 H 1.9262 -2.0207 1.1545
11 H -0.5043 2.5900 0.5220
12 H -0.7600 3.1974 -1.1438
13 H -2.1285 2.4162 -0.2017
14 H 0.5166 1.4560 -1.4763
15 H -1.2244 0.9031 -1.7441
16 H 0.2933 -2.6413 -1.7698
17 H 0.4357 -1.0525 -2.2870
18 H -0.4438 1.3411 1.2420
19 H 1.0250 0.5285 1.7730
20 H -0.5074 -0.0048 2.2073

Computed properties:
Multiplicity: 1
Relative energy (zero: lowest compared OMol25 entry of this formula, charge and spin): 522.6 kJ/mol
E_tot: -323.69393 hartree
Highest occupied orbital energy: -19.577 eV
Net charge: +2
Frontier orbital gap: 11.179 eV

***

# C22H45F6O11PS

A 6-piece molecular cluster, C22H45F6O11PS overall (wB97M-V/def2-TZVPD, the OMol25 dataset).

CARTESIAN COORDINATES (ANGSTROEM)
1 C 8.9560 1.5781 -0.1922
2 C 7.8979 0.4943 -0.4503
3 P 6.7614 0.4152 1.0101
4 C 7.1852 -1.1920 1.7746
5 C 5.1204 -0.0575 0.2409
6 C 4.6174 1.0528 -0.6583
7 C 3.1516 0.9133 -1.0667
8 C 2.1929 0.5258 0.0828
9 C 0.9497 1.3943 0.1021
10 O 0.9093 2.4891 -0.3824
11 C -0.3168 0.8010 0.7690
12 F -0.2706 -0.5542 0.6698
13 F -0.3345 1.1522 2.0704
14 C -1.6295 1.2887 0.1096
15 F -1.4966 1.1957 -1.2289
16 F -1.8230 2.5790 0.4483
17 C -2.8869 0.4670 0.5412
18 F -3.1125 -0.5280 -0.3616
19 F -2.6881 -0.1042 1.7492
20 C -4.1929 1.3133 0.5431
21 O -4.4726 2.0075 -0.3834
22 O -4.9696 1.1760 1.6298
23 S 3.0234 0.6106 1.6685
24 O 3.4647 1.9500 1.8819
25 O 2.2050 -0.0408 2.6430
26 O 4.2314 -0.3502 1.3757
27 H 9.7261 1.5358 -0.9652
28 H 8.4983 2.5675 -0.2173
29 H 9.4182 1.4533 0.7882
30 H 7.3538 0.7157 -1.3679
31 H 8.3957 -0.4740 -0.5477
32 H 6.4277 -1.3739 2.5402
33 H 7.1742 -2.0348 1.0801
34 H 8.1518 -1.1194 2.2729
35 H 5.2080 -1.0028 -0.3007
36 H 4.8124 2.0271 -0.2069
37 H 5.2107 1.0201 -1.5749
38 H 3.0563 0.1675 -1.8565
39 H 2.8312 1.8710 -1.4678
40 H 1.9314 -0.5293 -0.0042
41 H -5.2106 0.2444 1.7672
42 C -0.1991 -2.5170 3.4011
43 C 0.6538 -3.5079 4.1671
44 O 1.3872 -4.3759 3.3023
45 H -0.9088 -3.0401 2.7586
46 H -0.7557 -1.8703 4.0811
47 H 0.4225 -1.8832 2.7684
48 H 0.0352 -4.1549 4.7887
49 H 1.3507 -2.9755 4.8224
50 H 1.9571 -3.8216 2.7602
51 C 2.2276 3.4141 -5.4067
52 C 2.9824 2.3770 -4.5984
53 O 3.8060 2.9683 -3.5951
54 H 2.9246 4.1074 -5.8775
55 H 1.6250 2.9416 -6.1832
56 H 1.5611 3.9939 -4.7644
57 H 3.6563 1.8079 -5.2373
58 H 2.2805 1.6725 -4.1359
59 H 3.2347 3.4805 -3.0129
60 C -7.1390 5.3899 -1.7425
61 C -7.5433 3.9313 -1.6307
62 O -6.5155 3.0515 -2.0666
63 H -6.8742 5.6308 -2.7723
64 H -7.9493 6.0484 -1.4258
65 H -6.2677 5.5960 -1.1169
66 H -8.4062 3.7277 -2.2647
67 H -7.8224 3.6957 -0.5965
68 H -5.7434 3.1974 -1.5061
69 C -1.2708 -5.9827 1.7153
70 C -2.6589 -6.3594 2.1966
71 O -2.7344 -7.7178 2.6200
72 H -0.9667 -6.6307 0.8922
73 H -1.2418 -4.9478 1.3728
74 H -0.5343 -6.0917 2.5132
75 H -3.3881 -6.2593 1.3935
76 H -2.9695 -5.6992 3.0148
77 H -2.1074 -7.8372 3.3396
78 C -6.1660 -0.9661 -1.5261
79 C -7.3775 -1.0628 -0.6244
80 O -7.3977 0.0172 0.3105
81 H -5.2668 -0.9402 -0.9135
82 H -6.0972 -1.8054 -2.2193
83 H -6.1913 -0.0398 -2.1048
84 H -7.3460 -1.9716 -0.0245
85 H -8.3019 -1.0783 -1.2102
86 H -7.4217 0.8423 -0.1877

Computed properties:
SMILES: CCP(C)[C@@H]1CC[C@H](C(=O)C(F)(F)C(F)(F)C(F)(F)C(=O)O)S(=O)(=O)O1.CCO.CCO.CCO.CCO.CCO
Multiplicity: 1
E_tot: -3031.56771 hartree
Highest occupied orbital energy: -9.043 eV
Net charge: 0
Frontier orbital gap: 8.642 eV

***

# C4H9NO2

One molecule with the formula C4H9NO2 in a non-equilibrium geometry (wB97M-V/def2-TZVPD, the OMol25 dataset).

CARTESIAN COORDINATES (ANGSTROEM)
1 C -0.5738 -0.7711 -1.3477
2 C -0.3481 0.6620 -0.9348
3 O -1.4929 1.3829 -0.6840
4 C 0.6117 0.6408 0.6379
5 C 0.2701 -0.3567 1.7128
6 N 1.7895 0.4824 -0.0842
7 O 2.3997 -0.5875 0.0281
8 H -1.1771 -1.3035 -0.6136
9 H 0.3822 -1.2795 -1.4707
10 H -1.1001 -0.7939 -2.3030
11 H 0.2200 1.2230 -1.6748
12 H -2.0919 0.8569 -0.1366
13 H 0.4976 1.6895 0.9176
14 H 0.4415 -1.3701 1.3500
15 H 0.9351 -0.2304 2.5690
16 H -0.7636 -0.2445 2.0341

Computed properties:
SMILES: C[C@@H](O)[C@@H](C)N=O
Multiplicity: 1
Relative energy (zero: lowest compared OMol25 entry of this formula, charge and spin): 408.7 kJ/mol
E_tot: -362.92986 hartree
Highest occupied orbital energy: -8.755 eV
Net charge: 0
Frontier orbital gap: 9.224 eV

***

# C11H15N

A 2-piece molecular cluster, C11H15N overall in a non-equilibrium geometry (wB97M-V/def2-TZVPD, the OMol25 dataset).

CARTESIAN COORDINATES (ANGSTROEM)
1 C 0.6442 -3.4930 0.8069
2 C 1.4689 -2.3648 0.3631
3 C 2.7989 -2.5074 0.0668
4 N 3.3474 -1.2464 -0.3899
5 C 2.1975 -0.4432 -0.6862
6 C 2.0816 0.8905 -1.2571
7 C 0.8209 1.3301 -1.4210
8 C -0.3660 0.6205 -0.9401
9 C -0.2041 -0.5526 -0.3093
10 C 1.0819 -1.1487 -0.2619
11 H 0.0144 -3.9680 -0.0162
12 H -0.0222 -3.3511 1.6205
13 H 1.2440 -4.3138 1.2711
14 H 3.4798 -3.3002 0.1085
15 H 4.2484 -1.0701 -0.7070
16 H 2.8838 1.5275 -1.6451
17 H 0.6477 2.3338 -1.8734
18 H -1.4428 0.9795 -1.0674
19 H -1.0024 -1.1064 0.2850
20 C -3.6469 2.4345 0.4760
21 C -2.3877 2.9892 1.0891
22 H -4.3012 1.5225 0.9942
23 H -4.3719 2.9778 -0.0202
24 H -3.2404 1.7360 -0.3219
25 H -1.6517 3.4167 0.3430
26 H -1.7748 2.3051 1.6245
27 H -2.5472 3.8016 1.8682

Computed properties:
SMILES: Cc1c[nH]c2ccccc12.CC
Multiplicity: 1
Relative energy (zero: lowest compared OMol25 entry of this formula, charge and spin): 196.2 kJ/mol
E_tot: -482.84044 hartree
Highest occupied orbital energy: -8.004 eV
Net charge: 0
Frontier orbital gap: 8.983 eV

***

# C2FLi3O2

C2FLi3O2 as an isolated structure in a non-equilibrium geometry (wB97M-V/def2-TZVPD, the OMol25 dataset).

CARTESIAN COORDINATES (ANGSTROEM)
1 C 1.0687 -0.5169 -0.7853
2 O 1.4777 0.0052 -1.8834
3 Li -1.0670 0.2356 0.4050
4 Li 0.1142 1.3215 -1.9242
5 F -1.1521 1.6138 -0.7256
6 C 0.6752 -0.9949 0.2775
7 O -0.0106 -1.1311 1.3961
8 Li -1.1061 -0.5332 3.2398

Computed properties:
Multiplicity: 1
Relative energy (zero: lowest compared OMol25 entry of this formula, charge and spin): 3.5 kJ/mol
E_tot: -349.19385 hartree
Highest occupied orbital energy: -5.752 eV
Net charge: 0
Frontier orbital gap: 3.883 eV